No. 1
{
  "formula": "C6H14N2",
  "method": "ωB97M-V/def2-TZVPD",
  "multiplicity": 1,
  "homo_ha": -0.276,
  "e_lumo_ev": 1.05,
  "e_tot_ev": -9428.21104,
  "mol_weight_g_mol": 114.192,
  "relative_energy_kj_mol": 122.9,
  "orbital_gap_ev": 8.6,
  "smiles": "CC/C(=C\\N)CCN",
  "elements": ["H", "C", "H", "N", "N", "H", "H", "H", "C", "C", "H", "H", "H", "H", "H", "C", "H", "H", "H", "C", "C", "H"],
  "coordinates": [[0.37, 3.43, -0.28], [1.30, -0.27, 1.06], [1.64, 2.49, 0.27], [-1.40, -0.21, -2.51], [0.64, 2.57, 0.17], [-0.37, -2.04, -1.99], [-1.84, -0.79, 0.29], [1.84, 0.20, 3.05], [-0.83, -0.91, -0.15], [0.11, 0.17, 0.23], [-2.01, -1.98, -1.52], [1.60, -1.25, 0.68], [-1.95, -0.37, -3.34], [-0.50, 0.17, -2.81], [2.12, 0.42, 0.81], [-0.09, 1.44, -0.16], [0.16, 0.23, 2.90], [-0.57, -1.88, 0.30], [-0.92, 1.65, -0.82], [-1.14, -1.34, -1.65], [1.03, -0.35, 2.56], [0.82, -1.36, 2.90]],
  "mulliken_charge": [0.2291, -0.8116, 0.1722, -0.5448, -0.4942, 0.2489, 0.3352, 0.3113, -0.7885, 0.1429, 0.3852, 0.3902, 0.2125, 0.2281, 0.4447, -0.1808, 0.3241, 0.3293, 0.4702, -0.5897, -1.1476, 0.3334]
}



No. 2
{
  "formula": "C27H63BClIO18P4S2",
  "method": "ωB97M-V/def2-TZVPD",
  "multiplicity": 1,
  "homo_ha": -0.340,
  "e_lumo_ev": -1.93,
  "e_tot_ev": -145997.19810,
  "mol_weight_g_mol": 1036.982,
  "orbital_gap_ev": 7.3,
  "smiles": "COB(O)[C@]1([PH2]=S)OS(=O)(=O)O[C@@]1(CCCCl)C[C@@H](C)I.CCOP(=O)(OCC)OCC.CCOP(=O)(OCC)OCC.CCOP(=O)(OCC)OCC",
  "elements": ["C", "Cl", "O", "H", "H", "B", "C", "H", "H", "H", "H", "H", "O", "C", "H", "H", "H", "O", "H", "C", "C", "H", "C", "C", "C", "H", "H", "H", "H", "O", "H", "S", "H", "O", "H", "C", "H", "H", "H", "H", "C", "P", "C", "H", "S", "C", "H", "O", "H", "C", "C", "H", "H", "H", "C", "H", "P", "H", "H", "O", "H", "H", "H", "H", "C", "H", "H", "H", "O", "H", "C", "P", "H", "H", "H", "H", "C", "C", "C", "H", "H", "O", "O", "H", "I", "C", "O", "H", "O", "H", "O", "C", "C", "O", "H", "C", "H", "H", "O", "H", "C", "P", "C", "O", "H", "H", "C", "H", "H", "O", "O", "H", "H", "H", "H", "H", "H"],
  "coordinates": [[0.37, -5.09, -1.10], [2.76, 1.42, -3.91], [1.32, 3.25, 2.79], [-9.57, 1.10, 3.32], [5.30, -2.26, -2.34], [5.92, 0.58, 1.38], [4.02, 0.65, -1.49], [-10.29, 1.44, 1.04], [-3.83, -4.28, -3.17], [-2.30, -6.25, -2.89], [3.97, 0.48, 3.31], [-1.74, 1.16, 1.76], [-1.30, 4.40, 4.26], [-2.18, 5.44, 3.82], [9.45, 0.96, -0.32], [-1.47, -5.78, -4.37], [-1.64, 6.38, 3.74], [-6.54, 0.78, 1.36], [7.36, -0.91, -2.72], [2.93, 0.20, -2.56], [6.98, -2.00, -0.86], [-2.31, 5.12, 1.67], [1.34, 5.83, 2.21], [7.50, -0.71, -1.61], [4.31, 1.42, 2.77], [2.14, 5.48, 2.86], [8.62, -0.63, -1.46], [-10.07, -0.30, 1.29], [-5.09, 0.01, -0.69], [-1.02, 2.97, 2.37], [5.65, -1.08, 2.27], [7.46, 3.12, -1.30], [-4.49, 1.00, 1.67], [-5.32, -1.20, 1.52], [1.53, 4.49, 0.50], [-8.82, 0.96, 2.53], [-3.71, 5.93, 2.38], [5.46, 1.71, -2.77], [1.27, 6.91, 2.35], [-2.91, -3.72, -4.54], [-2.83, -4.27, -3.60], [-6.61, -0.68, 2.16], [-5.28, 1.36, 1.01], [-1.64, -5.68, -0.53], [8.71, -0.34, 2.05], [0.17, -2.55, -5.40], [-3.47, 4.18, 2.62], [6.49, 2.70, 0.01], [-0.30, 1.07, 2.78], [-9.55, 0.66, 1.24], [6.70, 1.25, 0.14], [8.78, 2.34, 1.45], [2.68, 5.84, 0.50], [5.50, -3.59, -1.16], [-8.78, -3.09, 2.61], [-3.94, 1.36, -0.69], [8.52, 1.11, 0.75], [-9.04, -4.14, 2.71], [0.80, -6.09, -1.09], [-7.96, -0.07, 3.01], [-8.28, 1.90, 2.47], [-3.18, -6.22, -4.44], [1.98, 0.04, -1.99], [0.96, 6.09, 0.10], [-4.97, 1.06, -0.44], [-8.36, -3.28, 0.51], [1.14, -4.39, -0.77], [5.41, -0.06, -3.06], [5.32, -0.70, 1.43], [-3.07, 1.98, 3.75], [1.38, -3.29, -5.94], [0.01, 3.80, 3.36], [1.97, -3.75, -5.15], [3.76, 1.56, 1.79], [-1.23, -4.03, -0.09], [-2.90, 5.57, 4.63], [5.51, -2.46, -1.25], [1.65, 5.54, 0.75], [-2.15, 1.39, 3.85], [-2.41, 0.34, 3.97], [-1.65, 1.73, 4.76], [-0.55, -3.39, -4.49], [8.74, 3.84, -0.98], [-0.55, -5.37, 0.84], [8.29, -3.64, -1.56], [-1.25, 1.59, 2.64], [1.08, -2.72, -2.93], [3.97, -0.07, -0.64], [-7.65, -1.49, 1.15], [0.45, -1.61, -4.92], [-0.01, -4.81, -2.45], [5.42, 0.71, -2.23], [-2.96, 5.15, 2.55], [5.76, 1.42, 2.55], [-0.50, -2.30, -6.22], [-7.88, -2.88, 1.40], [-8.88, 0.63, 0.38], [1.06, -4.10, -6.60], [-2.03, -3.55, -2.66], [3.77, 1.71, -1.17], [6.71, 0.64, -1.31], [-0.36, -3.24, -2.85], [-0.83, -5.04, -0.16], [6.79, 4.03, -2.28], [2.02, -2.62, -6.51], [4.71, -2.08, -0.56], [-2.42, -5.71, -3.84], [-9.69, -2.50, 2.52], [-8.28, -2.77, 3.53], [0.09, 5.25, 2.56], [7.60, 1.61, -2.01], [7.18, -1.95, 0.24], [4.02, 2.27, 3.46], [-5.36, 2.44, 1.16], [3.25, -0.82, -2.92], [-5.65, 1.61, -1.10], [-6.92, -3.40, 1.53]],
  "mulliken_charge": [-0.2706, -0.2355, -0.6314, 0.3676, 0.1741, 0.4778, -0.1551, 0.3999, 0.3637, 0.1745, 0.3222, 0.2962, -0.4502, -0.2810, 0.1965, 0.2369, 0.2553, -0.4221, 0.5906, -0.4699, -0.2132, 0.2399, -0.3492, -2.0733, -0.5669, 0.3209, 0.5003, 0.1837, 0.3260, -0.2892, 0.3144, 1.3999, 0.1883, -0.7344, 0.2248, -0.1737, 0.4445, 0.5999, 0.3251, 0.2559, -0.2098, 1.2251, -0.1722, 0.1767, -0.3772, -0.2605, 0.0090, -0.2867, 0.2668, -0.9010, 0.7524, 0.1597, 0.3795, 0.5598, -0.9675, 0.3582, 0.2263, 0.4000, 0.3044, -0.4481, 0.2375, 0.4065, 0.3782, 0.3314, -1.2341, 0.3076, 0.2132, 0.4777, -0.3923, 0.1449, -1.1320, 1.1286, 0.2509, 0.1453, 0.2644, 0.3840, -0.7644, -1.0737, -1.0459, 0.4172, 0.3731, -0.4758, -0.6135, 0.4109, 0.0465, -0.2695, -0.6476, 0.1615, -0.2709, 0.2767, -0.3051, -1.3551, -0.7264, -0.7052, 0.3278, -0.3715, 0.2293, 0.3362, -0.3443, 0.3179, 0.6377, 1.1484, -0.9472, -0.6452, 0.3727, 0.0367, -0.9334, 0.1888, 0.2922, -0.4048, -0.3924, 0.4212, 0.1664, 0.3458, 0.1916, 0.3287, 0.2951]
}



No. 3
{
  "formula": "C24H27FN4O3",
  "method": "ωB97M-V/def2-TZVPD",
  "multiplicity": 1,
  "homo_ha": -0.274,
  "e_lumo_ev": 0.33,
  "e_tot_ev": -40124.31737,
  "mol_weight_g_mol": 438.503,
  "relative_energy_kj_mol": 2425.7,
  "orbital_gap_ev": 7.8,
  "elements": ["H", "C", "C", "C", "H", "N", "H", "H", "C", "C", "C", "F", "H", "H", "H", "H", "O", "H", "H", "N", "H", "H", "H", "H", "C", "C", "H", "C", "H", "C", "H", "C", "C", "C", "C", "H", "H", "H", "H", "H", "C", "C", "C", "H", "C", "N", "H", "C", "C", "O", "H", "H", "C", "C", "N", "H", "C", "O", "C"],
  "coordinates": [[0.65, -0.21, -3.18], [-3.30, 1.68, -1.46], [5.84, 0.19, -0.09], [-3.24, -0.90, 1.17], [-1.99, 0.20, -3.10], [3.28, -2.50, -0.18], [3.10, 1.70, 0.93], [-3.46, 2.63, -1.44], [-1.72, -1.16, 0.64], [5.19, 1.13, 0.40], [5.40, -0.98, -0.17], [1.03, 2.83, -0.03], [-3.23, -0.65, 3.22], [-4.91, -0.75, 0.04], [-2.54, -3.84, 0.66], [1.15, -4.07, 0.11], [5.93, 2.45, 0.54], [4.52, 3.33, 2.04], [1.21, -0.27, 1.04], [1.94, -0.97, 0.76], [-3.95, 1.23, -2.40], [-1.51, 2.80, -0.03], [-3.54, -1.86, 1.18], [5.74, 4.40, 1.02], [-1.06, 2.20, -0.77], [-0.17, -2.54, -0.69], [-3.48, -0.97, -1.06], [-3.11, 0.12, 2.19], [6.11, -1.89, -0.47], [-3.94, -0.28, -0.10], [7.01, 0.13, -0.27], [5.07, 3.47, 1.07], [-1.86, 1.39, -1.64], [0.39, 2.34, -0.84], [-4.26, 0.81, 2.09], [1.88, 1.27, -1.58], [-1.71, -4.17, -0.98], [0.51, -3.20, 1.28], [-5.27, 0.48, 1.90], [-4.26, 1.77, 2.90], [0.91, -3.04, 0.10], [0.97, 1.28, -1.95], [0.12, 0.56, -2.35], [-2.27, 0.45, 2.38], [-1.27, 0.70, -2.52], [-1.35, -2.22, -0.25], [-0.14, -3.22, -1.54], [4.14, -1.44, 0.03], [2.10, -2.14, 0.12], [-3.86, 3.05, 0.81], [-3.28, -3.12, -0.78], [4.36, 3.68, 0.28], [3.81, 0.79, 0.52], [-4.00, 1.98, 0.61], [-3.86, 1.09, -0.07], [0.30, -1.56, -1.00], [-2.49, -3.39, -0.22], [-0.87, -0.38, 0.62], [3.23, -0.40, 0.52]],
  "mulliken_charge": [0.1278, -2.2669, 0.1732, 0.3219, 0.4880, -0.9029, -0.0918, 0.7886, -0.2950, -0.0890, -0.4914, -0.2627, 0.3240, 0.3958, 0.5113, 0.3659, -0.3971, 0.2685, 0.3036, 0.1337, 0.2730, 0.4919, 1.0073, 0.2631, -0.8314, -0.0732, 0.1822, -1.2370, 0.1264, -0.9160, 0.1902, -0.7389, 0.9620, 0.0939, -1.4028, 0.8368, 0.3427, 0.3054, 0.3594, 0.2964, -1.0979, -0.6356, -0.4094, 0.7570, 0.1106, 0.3392, 1.0012, 0.1575, 0.6709, -0.4552, 0.5091, 0.3282, 0.6322, 0.6241, 0.5168, -0.7276, -1.4039, -0.5348, -0.3192]
}



No. 4
{
  "formula": "C6H12O",
  "method": "ωB97M-V/def2-TZVPD",
  "multiplicity": 1,
  "homo_ha": -0.300,
  "e_lumo_ev": 0.79,
  "e_tot_ev": -8461.52375,
  "mol_weight_g_mol": 100.161,
  "relative_energy_kj_mol": 273.1,
  "orbital_gap_ev": 9.0,
  "smiles": "C=C/C(C)=C/C.O",
  "elements": ["H", "H", "C", "H", "H", "C", "H", "H", "C", "H", "H", "H", "C", "O", "C", "C", "H", "H", "H"],
  "coordinates": [[2.28, 1.23, -3.56], [0.24, 0.37, 3.14], [-1.10, -1.58, -0.78], [0.18, 2.81, 1.41], [-1.84, -2.13, -1.35], [-0.49, 0.92, 0.44], [-0.09, -1.44, -1.17], [-1.67, -2.05, 1.32], [0.53, 1.97, 0.81], [0.48, -1.26, 2.71], [-1.23, 1.15, -0.32], [-1.17, -0.86, 3.06], [-0.58, -0.22, 1.16], [2.14, 0.33, -3.88], [-0.27, -0.45, 2.63], [-1.29, -1.38, 0.54], [2.99, 0.03, -4.23], [1.02, 2.36, -0.09], [1.34, 1.46, 1.34]],
  "mulliken_charge": [0.3195, 0.3323, -0.7825, 0.2767, 0.2595, -0.1830, 0.2866, 0.2714, -1.1845, 0.3194, 0.4426, 0.3678, 0.6151, -0.6360, -1.3374, -0.3126, 0.3168, 0.3023, 0.3260]
}